1.
{"formula": "C23H22N2O3S2", "method": "wB97M-V/def2-TZVPD", "gap_ev": 8.613, "multiplicity": 1, "max_force_ev_per_a": 0.69, "e_lumo_ev": 0.23, "total_energy_ev": -55001.610, "e_above_lowest_kcal_mol": 0.0, "elements": ["C", "H", "O", "C", "C", "C", "C", "C", "C", "H", "H", "C", "O", "C", "H", "H", "S", "C", "N", "C", "N", "C", "C", "H", "C", "H", "H", "H", "S", "C", "C", "O", "C", "C", "C", "C", "C", "C", "H", "H", "C", "H", "H", "H", "H", "H", "H", "H", "H", "H", "H", "H"], "positions_angstrom": [[3.2963, 0.7619, -0.4225], [3.9827, -0.0811, -0.3719], [2.2300, 0.4312, 0.4359], [1.2145, 1.3165, 0.5823], [1.1576, 2.5737, -0.0141], [0.0905, 3.4104, 0.2493], [-0.9637, 2.9999, 1.0594], [-0.9129, 1.7315, 1.6386], [0.1709, 0.9129, 1.4205], [0.2381, -0.0587, 1.8833], [-1.7035, 1.3949, 2.2909], [-2.0790, 3.9429, 1.2948], [-1.9066, 5.1210, 1.5052], [-3.4729, 3.3658, 1.1377], [-3.5541, 2.3158, 1.4059], [-4.2175, 3.9863, 1.6333], [-3.8227, 3.4787, -0.6526], [-3.2157, 1.9402, -1.2268], [-2.9237, 1.0082, -0.3336], [-2.4939, -0.1465, -0.8196], [-2.3332, -0.4579, -2.0865], [-2.6114, 0.4797, -2.9905], [-3.0740, 1.7273, -2.5980], [-3.3100, 2.5045, -3.3045], [-2.4053, 0.1033, -4.4178], [-3.2699, -0.4569, -4.7730], [-2.2808, 0.9860, -5.0384], [-1.5332, -0.5410, -4.4953], [-2.1360, -1.3670, 0.3752], [-1.3732, -2.6517, -0.6777], [0.0806, -2.3122, -0.9570], [0.4128, -1.8833, -2.0399], [1.0522, -2.5469, 0.1288], [0.6916, -2.7460, 1.4610], [1.6644, -2.9351, 2.4219], [3.0145, -2.9511, 2.0876], [3.3707, -2.7698, 0.7553], [2.4069, -2.5627, -0.2076], [2.6781, -2.4158, -1.2426], [4.4154, -2.7891, 0.4777], [4.0606, -3.1324, 3.1412], [4.3690, -2.1580, 3.5220], [3.6771, -3.7131, 3.9767], [4.9401, -3.6281, 2.7366], [1.3729, -3.0728, 3.4535], [-0.3459, -2.7293, 1.7584], [-1.9313, -2.6623, -1.6130], [-1.4762, -3.5907, -0.1377], [0.0541, 4.3946, -0.1941], [1.9409, 2.9145, -0.6724], [2.9526, 0.8883, -1.4535], [3.8114, 1.6696, -0.0924]], "nbo_charge": [-0.252, 0.200, -0.496, 0.317, -0.318, -0.132, -0.211, -0.153, -0.220, 0.222, 0.216, 0.576, -0.534, -0.627, 0.266, 0.250, 0.304, 0.112, -0.533, 0.287, -0.512, 0.294, -0.341, 0.229, -0.649, 0.233, 0.217, 0.247, 0.282, -0.631, 0.548, -0.532, -0.114, -0.192, -0.219, 0.018, -0.229, -0.149, 0.231, 0.210, -0.631, 0.227, 0.219, 0.219, 0.211, 0.214, 0.281, 0.240, 0.227, 0.222, 0.184, 0.178]}

---

2.
{"formula": "C4H7FS3", "method": "wB97M-V/def2-TZVPD", "gap_ev": 7.978, "multiplicity": 1, "max_force_ev_per_a": 4.85, "e_lumo_ev": -0.68, "total_energy_ev": -39477.235, "e_above_lowest_kcal_mol": 156.1, "elements": ["C", "C", "C", "C", "H", "H", "H", "H", "H", "H", "H", "F", "S", "S", "S"], "positions_angstrom": [[0.1117, -2.8331, 0.8834], [0.3872, -0.4040, 0.1141], [0.5169, 1.1942, -0.0215], [-0.5559, 1.6661, -1.1358], [-0.9207, -3.5101, 1.3538], [-0.1358, -2.3952, -0.4605], [1.1568, -3.1847, 0.9247], [1.5086, 1.5308, -0.4562], [-1.1941, 2.8150, 0.8810], [-0.6421, 0.4515, -1.8871], [-0.0595, 2.6424, -1.8568], [-1.7899, 2.0111, -0.4190], [0.1060, -1.0910, 1.6752], [1.1112, -1.0285, -1.1646], [0.3997, 2.1355, 1.5694]], "nbo_charge": [-0.781, -0.352, -0.464, -0.009, 0.252, 0.245, 0.225, 0.256, 0.254, 0.233, 0.225, -0.382, 0.389, 0.048, -0.141]}

---

3.
{"formula": "C2H4N2OS", "method": "wB97M-V/def2-TZVPD", "gap_ev": 9.235, "multiplicity": 1, "max_force_ev_per_a": 0.82, "e_lumo_ev": 0.46, "total_energy_ev": -18000.911, "e_above_lowest_kcal_mol": 40.3, "elements": ["C", "C", "H", "H", "H", "H", "N", "N", "O", "S"], "positions_angstrom": [[0.3453, 0.9837, 0.2948], [0.5581, -0.8928, -0.9851], [0.9630, 2.7707, 0.1385], [-0.8512, 0.3381, 1.7218], [1.4420, -1.3523, -0.5393], [0.4423, -1.1948, -2.0042], [0.4533, 2.1564, 0.7650], [-0.2347, -0.0463, 1.0397], [0.7041, 0.5122, -0.9321], [-0.9113, -1.2485, -0.0219]], "nbo_charge": [0.671, -0.224, 0.359, 0.414, 0.194, 0.218, -0.736, -0.771, -0.494, 0.369]}

---

4.
{"formula": "H4O2", "method": "wB97M-V/def2-TZVPD", "gap_ev": 12.378, "multiplicity": 1, "max_force_ev_per_a": 2.42, "e_lumo_ev": 0.78, "total_energy_ev": -4159.682, "e_above_lowest_kcal_mol": 5.9, "elements": ["H", "H", "H", "H", "O", "O"], "positions_angstrom": [[-0.1853, -0.0500, 1.5326], [0.8058, -0.9614, 2.1073], [-0.6390, 0.9264, -2.4027], [0.0956, -0.0412, -1.3335], [0.7015, -0.0325, 1.9067], [-0.7786, 0.1588, -1.8105]], "nbo_charge": [0.467, 0.464, 0.477, 0.479, -0.930, -0.956]}

---

5.
{"formula": "C17H39O2P3Ru", "method": "wB97M-V/def2-TZVPD", "gap_ev": [6.782, 4.301], "multiplicity": 6, "max_force_ev_per_a": 6.62, "e_lumo_ev": [-9.47, -13.82], "total_energy_ev": -52770.195, "e_above_lowest_kcal_mol": 31.7, "total_charge": 3, "elements": ["Ru", "P", "P", "P", "H", "C", "C", "H", "C", "C", "C", "C", "C", "C", "C", "C", "C", "H", "H", "H", "H", "H", "H", "H", "H", "H", "H", "H", "H", "H", "H", "H", "H", "H", "H", "H", "H", "H", "H", "H", "H", "H", "H", "H", "H", "H", "C", "C", "C", "C", "C", "C", "O", "H", "H", "H", "H", "H", "H", "O", "H", "H"], "positions_angstrom": [[0.3786, -0.0878, -0.0526], [0.4022, -2.1559, -0.2055], [2.1078, 0.1356, 1.5183], [-1.8576, 0.2468, 0.5189], [1.2331, 2.7151, 0.9278], [0.2081, 2.8576, 1.3360], [-0.1659, 2.4999, 2.5719], [0.5645, 2.2475, 3.3298], [1.4681, -2.1305, -1.6930], [1.1149, -3.2346, 1.0197], [-1.0800, -3.0405, -0.7160], [2.9722, 1.6315, 2.1773], [1.9975, -0.7477, 3.1278], [3.5814, -0.5615, 0.6568], [-2.9075, 1.7335, 0.9322], [-2.6198, -0.8900, 1.7501], [-2.8119, -0.1954, -1.0098], [-0.4873, 3.0520, 0.5124], [-1.1769, 2.1390, 2.7642], [0.8305, -1.9272, -2.5645], [1.9491, -3.1100, -1.8113], [2.2521, -1.3477, -1.6347], [1.1000, -4.2501, 0.6007], [0.5008, -3.2030, 1.9310], [2.1415, -2.9514, 1.2722], [-0.8219, -4.0806, -0.9443], [-1.5235, -2.5817, -1.6010], [-1.7942, -3.0116, 0.1043], [4.0431, 1.4041, 2.1787], [2.6655, 1.8287, 3.2081], [2.8336, 2.5396, 1.5869], [2.7354, -1.5463, 3.0813], [0.9825, -1.1009, 3.3751], [2.2866, -0.0298, 3.9018], [4.4713, -0.2368, 1.2072], [3.6401, -0.1555, -0.3572], [3.5747, -1.6504, 0.6094], [-3.9052, 1.5610, 0.4971], [-2.5024, 2.6663, 0.5270], [-3.0647, 1.8498, 2.0117], [-3.6620, -0.5607, 1.8851], [-2.0774, -0.8314, 2.7032], [-2.6186, -1.9327, 1.4087], [-3.7684, 0.3320, -0.9657], [-3.0009, -1.2683, -1.0510], [-2.2729, 0.1339, -1.9081], [-0.0890, 1.6874, -2.9615], [0.5164, 0.7420, -3.8401], [0.1122, 0.7619, -5.1748], [-0.8049, 1.7347, -5.6065], [-1.4204, 2.6286, -4.7168], [-1.0485, 2.6343, -3.3680], [0.1082, 1.5465, -1.5941], [0.4221, 0.4088, -1.5391], [1.2630, 0.0129, -3.4508], [0.5320, 0.0302, -5.8728], [-1.0896, 1.7861, -6.6398], [-2.1902, 3.3520, -5.0082], [-1.4678, 3.2683, -2.5595], [-0.7989, -1.1165, 4.1802], [-1.1004, -1.8876, 4.6963], [-0.8604, -0.3434, 4.7376]], "nbo_charge": [0.425, 1.095, 0.912, 0.890, 0.190, -0.384, -0.340, 0.203, -0.950, -0.965, -0.958, -0.900, -0.944, -0.934, -0.900, -0.952, -0.922, 0.193, 0.202, 0.247, 0.293, 0.254, 0.289, 0.283, 0.264, 0.280, 0.258, 0.261, 0.267, 0.256, 0.253, 0.261, 0.296, 0.269, 0.275, 0.242, 0.242, 0.258, 0.243, 0.262, 0.266, 0.293, 0.232, 0.265, 0.253, 0.216, 0.230, -0.092, 0.009, -0.258, 0.031, -0.051, -0.631, 0.328, 0.249, 0.273, 0.283, 0.278, 0.273, -0.973, 0.512, 0.498]}

---

6.
{"formula": "C5H10", "method": "wB97M-V/def2-TZVPD", "gap_ev": 11.333, "multiplicity": 1, "max_force_ev_per_a": 1.78, "e_lumo_ev": 1.31, "total_energy_ev": -5346.252, "e_above_lowest_kcal_mol": 23.4, "elements": ["C", "C", "C", "C", "C", "H", "H", "H", "H", "H", "H", "H", "H", "H", "H"], "positions_angstrom": [[1.9693, 0.3082, -0.0036], [0.7545, -0.7027, -0.1145], [-0.4922, -0.1672, 0.5313], [-1.2938, 0.9046, -0.1664], [-1.8126, -0.5052, -0.1073], [2.9170, -0.1469, -0.3796], [2.0877, 0.5871, 1.0850], [1.7780, 1.2586, -0.4981], [0.5881, -0.8938, -1.1808], [1.0057, -1.6662, 0.3041], [-0.4457, -0.0892, 1.6191], [-0.8571, 1.2895, -1.0876], [-1.7906, 1.6047, 0.5202], [-2.6781, -0.7235, 0.4963], [-1.7303, -1.0579, -1.0182]], "nbo_charge": [-0.608, -0.392, -0.229, -0.426, -0.416, 0.209, 0.199, 0.205, 0.194, 0.205, 0.210, 0.212, 0.215, 0.215, 0.208]}

---

> Which formula does entry 3 have?

C2H4N2OS

---

> Which formula does entry 6 have?

C5H10